Here is C16H14ClN2O6Pd as an isolated structure in a non-equilibrium geometry from the OMol25 dataset. Energies are from ωB97M-V with the def2-TZVPD basis set.

```
40
Properties=species:S:1:pos:R:3:forces:R:3:lowdin_spin:R:1
Pd -0.554 -0.558 -0.365 -0.5194 -0.2657 -0.5358 0.792
O 2.100 0.706 0.446 -0.0582 -0.1568 -0.0548 -0.001
C 2.669 1.747 -0.007 0.1727 0.2170 0.0157 0.000
C 3.411 1.743 -1.237 0.1031 -0.0674 0.1861 -0.001
C 4.180 2.811 -1.622 -0.0930 0.0078 0.0893 0.000
C 4.270 3.980 -0.840 0.0901 0.0163 -0.1253 -0.001
C 3.539 4.052 0.320 -0.0458 -0.0800 0.0048 0.001
C 2.700 3.002 0.716 0.0671 -0.2492 -0.4028 -0.001
C 1.875 3.104 1.883 0.5962 -0.2756 -1.8335 0.000
N 0.757 2.531 2.032 -1.4994 1.7086 4.0248 -0.023
C -1.227 0.555 2.604 0.2125 0.4545 0.3763 -0.084
C -0.063 -0.445 2.718 -0.0815 -0.6891 0.3969 -0.021
N 0.074 -1.399 1.606 0.1386 0.5737 0.1090 0.028
C 1.300 -1.715 1.327 -0.0322 -0.0724 0.0771 0.029
C 1.721 -2.675 0.329 -0.0553 -0.0011 -0.1357 0.001
C 2.962 -3.290 0.561 -0.0990 0.0348 -0.0141 0.003
C 3.440 -4.296 -0.244 0.0367 -0.0469 -0.0173 -0.002
C 2.662 -4.693 -1.341 0.0402 -0.0388 -0.0071 0.004
C 1.470 -4.080 -1.633 0.0178 0.0212 0.0293 0.002
C 0.966 -3.011 -0.843 -0.0243 0.0253 0.1611 0.012
O -0.096 -2.393 -1.230 0.1067 -0.0377 -0.0279 0.086
H 3.371 0.836 -1.829 -0.0172 0.0079 -0.0230 0.000
H 4.742 2.752 -2.550 -0.0214 -0.0051 -0.0017 0.000
H 4.886 4.812 -1.157 0.0171 -0.0254 -0.0111 0.000
H 3.574 4.957 0.922 -0.0360 -0.0384 0.0276 0.000
H 2.308 3.670 2.720 -0.3765 -0.1407 0.2234 -0.002
H 0.230 0.738 1.089 0.7405 0.1405 0.1403 -0.011
H -1.581 0.949 0.511 -0.4563 0.0740 0.3041 0.010
H -0.351 -1.003 3.615 0.0036 -0.0057 0.0120 -0.001
H 0.859 0.105 2.927 -0.0692 0.1543 -0.0930 0.000
H 2.119 -1.264 1.894 -0.0715 -0.1416 0.1299 0.002
H 3.541 -2.963 1.419 0.0013 0.0097 0.0011 0.000
H 4.391 -4.768 -0.041 0.0069 0.0064 0.0049 0.000
H 3.020 -5.489 -1.984 -0.0112 -0.0016 -0.0095 0.000
H 0.890 -4.366 -2.501 -0.0078 0.0095 -0.0022 0.000
O -2.021 4.285 1.064 0.5134 -0.2494 -0.2475 0.729
Cl -0.527 1.823 1.182 3.7302 -4.2791 -4.1018 -0.011
O -0.109 2.109 -0.295 -0.9048 1.8544 0.2126 -0.046
O -1.845 3.146 1.568 -1.9489 1.5770 0.9534 0.561
O -2.305 0.555 3.031 -0.1658 -0.0252 0.1643 -0.057
```
Forces are in eV/Å.

As for the spin multiplicity: 3. The value obtained for the gap between HOMO and LUMO (spin up / spin down) is 0.2175 / 0.2190 Ha. For the relative energy (zero: lowest compared OMol25 entry of this formula, charge and spin), the calculation gives 10.726 eV. The calculation puts the LUMO energy (spin up / spin down) at 1.74 / 1.79 eV. Its net charge is -1. For the largest force on an atom, the calculation gives 7.00 eV Å⁻¹.